# C13H12N3NiS2

C13H12N3NiS2 as an isolated structure at a distorted geometry (ωB97M-V/def2-TZVPD, the OMol25 dataset).

Geometry (Å):
Ni  -0.12194  -0.07046  -0.07415
S  -0.85649  -1.97793  -1.11858
S  2.01559  -0.35188  -0.77152
N  -0.07059  0.12361  1.94435
N  4.01422  -2.82099  -2.62262
N  0.57349  -4.82764  -2.91746
C  -1.26684  -0.65495  2.29475
C  -1.55680  2.22853  -1.64698
C  1.84760  -1.86110  -1.61381
C  0.66122  -2.53307  -1.74980
C  -2.13940  3.04583  0.93420
C  0.62803  -3.79095  -2.41496
C  -0.40157  1.56373  1.92447
C  -2.48167  3.24182  -1.43051
C  0.99274  -0.15480  2.89307
C  -2.77800  3.64934  -0.13463
C  -0.87931  1.61738  -0.59407
C  -1.19251  2.04130  0.71261
C  3.03585  -2.39952  -2.18158
H  1.88170  0.41818  2.63560
H  -2.98434  3.70909  -2.27021
H  -3.50293  4.43549  0.04191
H  0.68096  0.10036  3.91535
H  -1.59183  -0.41874  3.32060
H  -1.05360  -1.72000  2.22840
H  1.25117  -1.21232  2.85503
H  0.53946  2.11954  1.94147
H  -1.35427  1.90513  -2.66294
H  -2.09065  -0.42377  1.61921
H  -2.36533  3.37016  1.94770
H  -0.94950  1.83025  2.84426

Values from the calculation:
- 2S+1 = 3
- E (hartree) = -2971.5756
- net charge = -1
- gap between HOMO and LUMO (spin up / spin down) (eV) = 6.65 / 6.95

***

# C13H13BCl3NO

A 2-piece molecular cluster, C13H13BCl3NO overall at a distorted geometry (ωB97M-V/def2-TZVPD, the OMol25 dataset).

Geometry (Å):
Cl  -3.53178  2.49279  -0.41709
Cl  -1.83365  2.62187  -3.01108
Cl  -2.00673  0.02919  -1.42255
O  -0.76313  2.31925  -0.52127
N  0.83918  -1.73878  -0.17901
C  0.02676  -2.47570  -0.96545
C  -2.05050  -3.70016  -1.25416
C  0.58116  2.19050  1.42968
C  0.24835  -2.52606  -2.36498
C  2.81242  2.66266  3.05872
C  1.68817  2.91249  0.91707
C  1.71178  1.95918  3.56824
C  -1.10284  -3.13094  -0.41264
C  -0.70595  -3.10231  -3.19479
C  -1.85385  -3.68980  -2.64283
C  0.60924  1.72715  2.76129
C  2.79032  3.13274  1.73509
C  -0.61205  1.90346  0.67619
B  -2.00533  1.90633  -1.33470
H  -1.42139  1.34802  1.17157
H  -1.23027  -3.10792  0.67245
H  3.64945  3.67935  1.34174
H  3.68293  2.84592  3.68825
H  1.14817  -2.04838  -2.76023
H  -2.95003  -4.13784  -0.81886
H  -0.27265  1.19417  3.11050
H  -0.55316  -3.07897  -4.27487
H  0.68604  -1.67448  0.81922
H  1.65345  3.28286  -0.10831
H  1.72671  1.59731  4.59559
H  1.64422  -1.26530  -0.56464
H  -2.60507  -4.12863  -3.29815

Values from the calculation:
- E (hartree) = -2038.7292
- gap between HOMO and LUMO (eV) = 5.39

***

# C13H13Cl2N3O3

A single C13H13Cl2N3O3 molecule (ωB97M-V/def2-TZVPD, the OMol25 dataset).

Geometry (Å):
Cl  -4.12493  1.55839  3.20699
Cl  -5.68302  -0.40419  1.31298
O  5.67734  -1.63696  -2.19713
O  0.57201  -0.43513  -1.38856
O  2.07999  0.96135  -0.44679
N  3.33994  -1.40332  1.19413
N  -0.00535  0.90825  0.35140
N  4.25092  0.11912  -2.09401
C  1.57889  -1.01123  -2.22497
C  -2.03590  -0.31884  -0.30568
C  3.64474  -0.09242  -3.39040
C  -2.00489  1.12110  1.61617
C  4.26274  -0.99837  0.65303
C  -3.36451  -0.60556  -0.05566
C  2.11917  -0.03474  -3.28036
C  -1.33913  0.54874  0.53182
C  -4.02609  -0.03740  1.02163
C  -3.33514  0.83258  1.86108
C  5.13510  -0.75235  -1.57570
C  5.40105  -0.51209  -0.07728
C  0.96566  0.48692  -0.50691
H  1.83003  0.97869  -2.99509
H  3.72522  0.71890  -1.46511
H  -1.54431  -0.77052  -1.14838
H  5.53696  0.55206  0.12279
H  6.29075  -1.06985  0.22200
H  1.08307  -1.86683  -2.68442
H  0.35096  1.57383  1.02666
H  -1.48597  1.79632  2.27907
H  -3.90084  -1.27880  -0.70499
H  2.38953  -1.37341  -1.58485
H  3.98675  0.67720  -4.09090
H  3.98039  -1.06731  -3.75545
H  1.67993  -0.24299  -4.25550

Values from the calculation:
- structure (SMILES) = N#CCC(=O)NCCCOC(=O)Nc1ccc(Cl)c(Cl)c1
- E (hartree) = -1813.6084
- gap between HOMO and LUMO (eV) = 9.38

***

# C13H13MnNO5S5Si

C13H13MnNO5S5Si as an isolated structure (ωB97M-V/def2-TZVPD, the OMol25 dataset).

Geometry (Å):
Mn  0.50954  0.85685  -1.14756
S  -4.14639  5.71236  1.11611
S  -3.52076  3.15606  -0.28294
S  -1.85796  1.10649  -1.65053
S  0.80682  3.12728  -0.57879
S  -1.36274  4.83272  0.52802
Si  -0.22981  0.23801  2.03884
O  0.30655  0.14037  0.50006
O  2.84237  -1.55588  0.58700
O  1.19191  -3.01914  1.02692
O  1.04127  1.22008  -2.99772
O  1.15116  0.30870  -5.05228
N  1.31762  -1.09692  -1.85851
C  1.42189  -2.25144  -1.19683
C  0.99456  -2.30210  -3.89010
C  1.25480  -3.47362  -1.82012
C  -1.49466  -1.12310  2.30557
C  1.02880  -3.49409  -3.19410
C  1.12837  -1.12080  -3.17496
C  -0.90470  3.40474  -0.37797
C  1.88784  -2.18597  0.22962
C  -3.06729  4.62380  0.49048
C  1.09164  0.24974  -3.83891
C  -1.02824  1.85278  2.51772
C  -1.93077  2.61621  -0.78606
C  1.22376  -0.01947  3.20373
H  1.32025  -4.38302  -1.24046
H  1.96301  0.77003  3.05093
H  -2.36049  -0.94226  1.66382
H  -0.34282  2.69244  2.39119
H  -1.84095  -1.14660  3.34241
H  0.89307  0.02132  4.24527
H  0.89740  -4.43716  -3.70874
H  -1.31916  1.80818  3.57176
H  1.56229  -2.92288  1.91734
H  -1.09463  -2.10692  2.05102
H  1.73876  -0.96931  3.04571
H  -1.92712  2.05361  1.93270
H  0.85483  -2.24107  -4.95963

Values from the calculation:
- 2S+1 = 5
- E (hartree) = -4365.8697
- net charge = -1
- gap between HOMO and LUMO (spin up / spin down) (eV) = 5.69 / 6.07

***

# C13H13N3O4S

A single C13H13N3O4S molecule at a distorted geometry (ωB97M-V/def2-TZVPD, the OMol25 dataset).

Geometry (Å):
S  -1.67639  -0.08394  0.71673
O  -0.13037  1.90844  -0.49660
O  4.84177  -0.17113  0.38473
O  3.62301  -0.92061  -1.42333
O  -2.56052  4.25674  -0.39231
N  -3.39333  -1.37872  -0.65497
N  -3.59935  -0.11017  -0.96906
N  -2.93767  2.06194  -0.54627
C  -2.85034  -4.03456  0.11486
C  1.64632  0.50066  -1.02920
C  -2.45761  -1.57998  0.19356
C  4.84777  -1.03738  -0.72849
C  3.12792  1.42750  1.19553
C  2.89806  0.02177  -0.75009
C  1.85249  1.92676  0.92480
C  3.63322  0.47739  0.34800
C  1.12546  1.47681  -0.16571
C  -2.02289  -2.90067  0.70738
C  -2.80203  0.71200  -0.37117
C  -2.15133  3.13406  -0.22486
C  -0.76648  2.84564  0.33910
H  -2.50951  -4.98879  0.50792
H  1.45032  2.67623  1.58580
H  -2.75717  -4.04185  -0.96696
H  1.07121  0.15926  -1.87192
H  5.67882  -0.76961  -1.40100
H  -2.10783  -2.89807  1.79822
H  4.97884  -2.07665  -0.38739
H  -3.89959  -3.90285  0.36183
H  -3.79182  2.30882  -1.03957
H  -0.22013  3.79658  0.36612
H  3.69273  1.77951  2.04166
H  -0.86948  2.46160  1.36602
H  -0.96409  -3.03676  0.46666

Values from the calculation:
- structure (SMILES) = CCc1nnc(NC(=O)COc2ccc3c(c2)OCO3)s1
- E (hartree) = -1366.5664
- gap between HOMO and LUMO (eV) = 8.66

***

# C13H14Br2CaI2N5OS3

C13H14Br2CaI2N5OS3 as an isolated structure (ωB97M-V/def2-TZVPD, the OMol25 dataset).

Geometry (Å):
I  4.78965  -1.00882  -0.71965
I  3.65090  -1.40789  -3.98538
Br  0.84013  0.78823  -5.15717
Br  2.79327  2.47959  -3.20315
Ca  1.84924  0.26299  -1.28523
S  -1.00516  -2.23274  -2.28427
S  2.62773  1.40661  1.09495
S  -0.75153  1.03838  -1.52606
O  0.72538  -1.63579  -0.59412
N  0.46820  2.44771  2.17513
N  0.57575  -2.09893  -1.72312
N  0.68438  0.19129  2.51239
N  -5.00412  0.77794  2.74187
N  -5.23795  -3.29031  1.99650
C  1.41905  2.51485  -4.58905
C  5.15703  -1.91062  -2.60022
C  -2.82743  -2.28277  -0.30870
C  -3.59001  -0.37113  0.91304
C  -0.73120  2.57569  2.98483
C  -4.53556  -2.60381  1.40256
C  -2.71504  0.42970  0.20446
C  -1.83051  -0.08515  -0.75260
C  -3.65465  -1.74984  0.66986
C  1.33158  -1.11142  2.49435
C  1.14175  1.31708  1.97525
C  -4.39931  0.23976  1.92846
C  -1.93757  -1.47184  -1.00300
H  -2.70583  1.49388  0.39307
H  -0.51585  2.37255  4.03531
H  0.57359  3.04315  -4.16560
H  2.32837  -1.00339  2.07506
H  1.41118  -1.48682  3.51270
H  -0.17942  0.25149  3.03024
H  0.75425  -1.80910  1.88805
H  1.86789  3.04031  -5.42312
H  6.10878  -1.53980  -2.96204
H  0.83034  3.25315  1.68768
H  -1.52066  1.90932  2.63553
H  -2.87462  -3.34364  -0.51345
H  5.18520  -2.98449  -2.45953
H  -1.09722  3.59459  2.90416

Values from the calculation:
- E (hartree) = -8468.1997
- net charge = +1
- gap between HOMO and LUMO (eV) = 6.64